Formula: C3H5NS2
Source: the OMol25 dataset
Level of theory: ωB97M-V/def2-TZVPD

Each line ends with the natural charge from an NBO analysis.
Positions of all 11 atoms, in Å:
N 1.22 0.28 -1.65  -0.677
C 1.73 0.13 -0.58  0.234
S 2.73 -0.11 0.58  -0.001
H 0.35 0.65 -1.98  0.424
C -0.46 -0.96 0.60  -0.421
C -0.71 0.28 0.98  -0.346
S -1.71 1.43 0.11  0.027
H -0.91 -1.40 -0.28  0.196
H 0.16 -1.61 1.19  0.222
H -0.27 0.72 1.86  0.228
H -2.14 0.59 -0.83  0.113

HOMO energy: -0.32575 Ha
SMILES: N=C=S.C=CS
Energy above the lowest of the compared OMol25 structures with the same formula, charge and spin: 1.531 eV



Formula: C25H36N3Os
Source: the OMol25 dataset
Level of theory: ωB97M-V/def2-TZVPD

Each line ends with the natural charge from an NBO analysis.
Positions of all 65 atoms, in Å:
Os 1.05 -0.17 0.25  1.083
C 1.11 0.67 3.20  -0.425
N 1.67 -0.34 2.25  -0.384
C 1.21 -1.69 2.71  -0.436
C 3.16 -0.28 2.32  -0.262
C 3.72 -0.91 1.08  -0.258
N 3.11 -0.25 -0.13  -0.340
C 3.59 1.18 -0.19  -0.437
C 3.62 -0.96 -1.33  -0.419
H 1.51 0.48 4.19  0.250
H 0.02 0.57 3.23  0.223
H 1.39 1.67 2.88  0.231
H 1.59 -1.87 3.72  0.250
H 1.58 -2.47 2.05  0.230
H 0.13 -1.72 2.72  0.229
H 3.51 -0.80 3.22  0.264
H 3.47 0.76 2.41  0.239
H 3.49 -1.98 1.02  0.231
H 4.81 -0.81 1.03  0.265
H 4.67 1.19 -0.02  0.249
H 3.10 1.79 0.56  0.222
H 3.37 1.58 -1.18  0.246
H 4.69 -0.75 -1.43  0.249
H 3.11 -0.63 -2.23  0.228
H 3.50 -2.03 -1.21  0.227
C -2.71 -0.24 -1.96  -0.421
N -3.26 -0.27 -0.57  -0.338
C -4.57 -1.01 -0.55  -0.419
C -2.26 -0.75 0.47  -0.251
C -1.42 -1.92 0.03  -0.019
C -1.99 -3.18 -0.05  -0.202
C -1.26 -4.28 -0.50  -0.143
C 0.06 -4.12 -0.89  -0.164
C 0.66 -2.87 -0.78  -0.211
C -0.05 -1.77 -0.30  -0.253
H -3.44 0.23 -2.61  0.253
H -2.53 -1.27 -2.28  0.242
H -1.78 0.32 -1.96  0.226
H -3.47 0.70 -0.31  0.441
H -4.42 -2.00 -0.95  0.237
H -5.27 -0.47 -1.17  0.255
H -4.94 -1.05 0.48  0.242
H -2.85 -0.98 1.36  0.252
H -1.65 0.12 0.69  0.216
H -3.01 -3.33 0.26  0.236
H -1.73 -5.25 -0.56  0.263
H 0.63 -4.96 -1.26  0.260
H 1.69 -2.77 -1.08  0.218
C -2.63 4.22 0.17  -0.182
C -2.02 3.49 1.21  -0.147
C -1.03 2.58 0.95  -0.255
C -0.59 2.35 -0.37  -0.114
C 0.45 1.42 -0.72  -0.199
C 0.89 1.32 -2.04  -0.174
C 0.26 2.03 -3.07  -0.242
C -0.75 2.91 -2.76  -0.090
C -1.18 3.10 -1.42  0.001
C -2.21 4.03 -1.12  -0.177
H -3.40 4.94 0.39  0.260
H -2.33 3.67 2.24  0.248
H -0.56 2.06 1.77  0.207
H 1.75 0.72 -2.30  0.221
H 0.60 1.93 -4.09  0.263
H -1.21 3.51 -3.54  0.254
H -2.64 4.60 -1.93  0.251

Total charge: +3
HOMO energy: -0.62634 Ha
Energy above the lowest of the compared OMol25 structures with the same formula, charge and spin: 0.128 eV



Formula: C2H5NO2
Source: the OMol25 dataset
Level of theory: ωB97M-V/def2-TZVPD

Each line ends with the natural charge from an NBO analysis.
Positions of all 10 atoms, in Å:
C 1.14 0.75 0.53  -0.278
C -1.08 -0.85 -1.22  -0.158
O -1.09 -0.36 0.99  -0.129
O -0.18 0.38 1.82  -0.338
N -0.48 -0.41 -0.19  -0.073
H 1.31 1.65 1.09  0.189
H 1.78 -0.07 0.83  0.208
H 1.22 0.99 -0.53  0.190
H -0.55 -0.78 -2.15  0.199
H -2.07 -1.31 -1.17  0.190

HOMO energy: -0.32862 Ha
Energy above the lowest of the compared OMol25 structures with the same formula, charge and spin: 8.198 eV



Formula: C8H8N4O4
Source: the OMol25 dataset
Level of theory: ωB97M-V/def2-TZVPD

Each line ends with the natural charge from an NBO analysis.
Positions of all 24 atoms, in Å:
O 2.07 -0.32 4.00  -0.601
C 1.78 0.01 2.81  0.638
C 0.68 -0.40 1.98  -0.394
C 0.70 0.06 0.74  0.107
N 1.74 0.72 0.06  -0.636
C 2.91 1.06 0.73  0.792
O 3.93 1.55 0.21  -0.613
N 2.74 0.93 2.17  -0.675
H -0.06 -1.10 2.39  0.253
H -0.22 -0.11 0.15  0.196
H 1.85 1.11 -0.94  0.470
H 3.34 1.28 2.91  0.438
O -2.82 1.94 -0.80  -0.575
C -2.36 0.86 -1.16  0.625
C -3.22 -0.33 -1.27  -0.369
C -2.62 -1.52 -1.66  0.073
N -1.26 -1.60 -1.74  -0.603
C -0.36 -0.52 -1.57  0.778
O 0.85 -0.62 -1.53  -0.603
N -1.04 0.67 -1.37  -0.641
H -4.26 -0.20 -1.24  0.248
H -3.09 -2.46 -1.86  0.227
H -0.81 -2.47 -1.92  0.428
H -0.47 1.47 -1.07  0.437

HOMO energy: -0.35128 Ha
SMILES: O=c1cc[nH]c(=O)[nH]1.O=c1cc[nH]c(=O)[nH]1
Energy above the lowest of the compared OMol25 structures with the same formula, charge and spin: 3.317 eV



Formula: C17H22F12NO8PS
Source: the OMol25 dataset
Level of theory: ωB97M-V/def2-TZVPD

Each line ends with the natural charge from an NBO analysis.
Positions of all 62 atoms, in Å:
C -3.27 3.18 2.49  -0.637
C -2.06 2.80 3.32  -0.080
O -2.24 3.21 4.69  -0.479
C -2.99 2.39 5.45  0.688
O -3.50 1.37 5.06  -0.531
C -3.05 2.91 6.88  0.898
F -3.30 4.23 6.94  -0.308
F -1.89 2.70 7.54  -0.309
F -4.01 2.31 7.61  -0.302
H -3.49 4.25 2.58  0.216
H -3.11 2.94 1.43  0.221
H -4.16 2.64 2.82  0.224
H -1.18 3.33 2.95  0.198
H -1.85 1.73 3.26  0.201
C 1.07 -2.52 -1.25  -0.639
C 1.53 -2.54 -2.69  -0.078
O 1.93 -1.22 -3.11  -0.480
C 3.17 -0.84 -2.74  0.687
O 3.93 -1.52 -2.11  -0.526
C 3.48 0.55 -3.29  0.900
F 2.47 1.42 -3.10  -0.317
F 3.72 0.53 -4.62  -0.309
F 4.57 1.11 -2.73  -0.302
H 0.29 -1.78 -1.10  0.208
H 0.70 -3.50 -0.96  0.232
H 1.89 -2.26 -0.57  0.219
H 0.70 -2.83 -3.34  0.199
H 2.34 -3.26 -2.85  0.200
C 2.23 3.90 -5.08  -0.642
C 2.15 4.55 -3.72  -0.079
O 2.46 5.95 -3.80  -0.479
C 1.47 6.75 -4.22  0.688
O 0.37 6.37 -4.53  -0.532
C 1.92 8.21 -4.22  0.898
F 3.14 8.37 -4.76  -0.308
F 1.99 8.71 -2.97  -0.310
F 1.09 9.01 -4.90  -0.302
H 3.22 4.08 -5.53  0.215
H 2.07 2.82 -5.01  0.229
H 1.49 4.31 -5.77  0.221
H 2.88 4.10 -3.05  0.201
H 1.16 4.40 -3.26  0.198
C 0.25 -7.53 3.99  -0.639
C -0.81 -6.60 3.43  -0.080
O -0.33 -5.97 2.23  -0.482
C -0.42 -6.70 1.10  0.687
O -0.85 -7.82 1.05  -0.523
C 0.06 -5.89 -0.10  0.899
F 1.23 -5.25 0.15  -0.310
F -0.83 -4.95 -0.47  -0.309
F 0.28 -6.65 -1.19  -0.300
H 1.19 -7.00 4.14  0.217
H -0.08 -7.95 4.94  0.225
H 0.45 -8.36 3.30  0.224
H -1.01 -5.80 4.14  0.198
H -1.75 -7.11 3.25  0.200
P -3.28 -2.10 1.14  0.467
N -2.35 -1.81 -0.35  -0.757
C -2.10 -0.58 -0.53  0.281
S -1.88 1.06 -0.56  0.026
H -2.57 -3.14 1.82  -0.011
H -4.53 -2.71 0.76  -0.006

HOMO energy: -0.34954 Ha
SMILES: CCOC(=O)C(F)(F)F.CCOC(=O)C(F)(F)F.CCOC(=O)C(F)(F)F.CCOC(=O)C(F)(F)F.PN=C=S



Formula: C14H13BN17Sn
Source: the OMol25 dataset
Level of theory: ωB97M-V/def2-TZVPD

Each line ends with the natural charge from an NBO analysis.
Positions of all 46 atoms, in Å:
Sn 1.62 -0.19 -0.74  1.477
C -0.49 -3.93 -0.49  -0.317
C 0.47 -3.04 -1.01  0.045
N 0.57 -1.98 -0.21  -0.466
N -0.42 -2.09 0.80  -0.363
C -1.03 -3.26 0.63  0.031
B -0.87 -0.77 1.52  0.939
N -1.23 0.26 0.34  -0.338
C -2.18 1.22 0.31  0.036
C -1.83 2.21 -0.61  -0.302
C -0.68 1.75 -1.21  0.052
N -0.30 0.60 -0.65  -0.476
N 0.38 -0.28 2.22  -0.390
C 0.71 0.14 3.46  0.065
C 2.03 0.67 3.47  -0.321
C 2.54 0.47 2.17  0.055
N 1.59 -0.09 1.43  -0.473
N -2.16 -0.90 2.40  -0.381
C -3.41 -1.23 1.81  0.221
C -4.22 -1.59 2.89  -0.247
C -3.41 -1.57 4.06  0.026
N -2.18 -1.10 3.73  0.031
H -0.84 -4.85 -0.98  0.273
H 1.10 -3.16 -1.91  0.265
H -1.84 -3.61 1.26  0.231
H -2.97 1.15 1.01  0.221
H -2.40 3.10 -0.86  0.271
H -0.11 2.11 -2.08  0.246
H -0.02 0.10 4.27  0.249
H 2.53 1.28 4.20  0.268
H 3.51 0.72 1.70  0.266
H -3.63 -1.20 0.73  0.284
H -5.24 -1.91 2.87  0.285
H -3.60 -1.98 5.06  0.283
N 2.15 2.62 -4.10  -0.303
C 2.70 2.90 -2.87  0.411
N 3.57 3.88 -2.79  -0.222
N 3.87 3.90 -1.47  0.005
N 3.20 2.96 -0.82  -0.012
N 2.47 2.29 -1.67  -0.327
C 1.75 1.33 -4.38  0.418
N 1.77 0.78 -5.60  -0.205
N 1.34 -0.45 -5.42  0.015
N 1.15 -0.71 -4.15  -0.012
N 1.40 0.35 -3.46  -0.303
H 2.61 3.07 -4.88  0.487

2S+1: 2
Total charge: +2
HOMO energy (alpha / beta): -0.53370 / -0.53266 Ha
Energy above the lowest of the compared OMol25 structures with the same formula, charge and spin: 1.140 eV



Formula: H4O2
Source: the OMol25 dataset
Level of theory: ωB97M-V/def2-TZVPD

Each line ends with the natural charge from an NBO analysis.
Positions of all 6 atoms, in Å:
O -1.04 -0.51 1.28  -0.944
H -0.97 -0.01 0.48  0.485
H -0.33 -1.18 1.22  0.456
O 0.36 0.54 -1.08  -0.947
H 0.96 -0.08 -0.58  0.468
H 1.03 1.25 -1.33  0.481

HOMO energy: -0.41394 Ha
SMILES: O.O
Energy above the lowest of the compared OMol25 structures with the same formula, charge and spin: 0.238 eV



Formula: C19H30N6O3
Source: the OMol25 dataset
Level of theory: ωB97M-V/def2-TZVPD

Each line ends with the natural charge from an NBO analysis.
Positions of all 58 atoms, in Å:
C 0.11 4.73 2.77  -0.602
C -1.29 4.13 2.80  -0.401
C -1.29 2.59 2.75  -0.393
C -1.57 2.01 1.37  -0.395
C -0.49 2.35 0.34  -0.417
C -0.76 1.65 -1.00  -0.216
N -0.71 0.21 -0.87  -0.334
C 0.25 -0.61 -0.36  0.571
N 1.48 -0.21 0.07  -0.438
C 2.35 0.56 -0.79  -0.228
C 3.07 -0.33 -1.81  -0.400
C 3.84 -1.46 -1.12  -0.324
C 5.07 -0.93 -0.38  0.681
N 5.96 -1.90 -0.06  -0.825
O 5.26 0.23 -0.09  -0.625
C 2.92 -2.21 -0.15  -0.412
C 2.23 -1.22 0.80  -0.218
N -0.18 -1.87 -0.23  -0.582
C -1.46 -1.86 -0.66  0.431
C -1.83 -0.59 -1.07  -0.118
C -3.13 -0.31 -1.56  0.649
O -3.58 0.76 -1.94  -0.634
N -3.94 -1.46 -1.57  -0.453
C -5.29 -1.25 -2.05  -0.417
C -3.59 -2.74 -1.18  0.795
O -4.38 -3.67 -1.24  -0.645
N -2.31 -2.92 -0.71  -0.428
C -1.87 -4.23 -0.28  -0.413
H 0.05 5.82 2.80  0.207
H 0.68 4.40 3.63  0.201
H 0.65 4.44 1.87  0.199
H -1.78 4.46 3.72  0.202
H -1.88 4.52 1.97  0.194
H -2.06 2.21 3.43  0.207
H -0.33 2.22 3.12  0.194
H -1.63 0.92 1.46  0.202
H -2.54 2.36 1.01  0.203
H -0.48 3.42 0.15  0.210
H 0.48 2.05 0.72  0.211
H -1.76 1.89 -1.35  0.258
H -0.04 1.98 -1.76  0.196
H 1.79 1.33 -1.31  0.205
H 3.10 1.04 -0.15  0.238
H 3.75 0.28 -2.40  0.226
H 2.32 -0.77 -2.48  0.207
H 4.20 -2.16 -1.88  0.220
H 5.83 -2.86 -0.32  0.394
H 6.80 -1.64 0.44  0.405
H 3.47 -2.94 0.44  0.210
H 2.14 -2.73 -0.71  0.233
H 1.54 -1.75 1.46  0.233
H 2.98 -0.69 1.40  0.205
H -5.26 -0.86 -3.07  0.212
H -5.81 -2.21 -2.03  0.244
H -5.80 -0.53 -1.42  0.211
H -2.73 -4.89 -0.29  0.249
H -1.10 -4.60 -0.96  0.203
H -1.44 -4.15 0.72  0.211

HOMO energy: -0.28231 Ha
SMILES: CCCCCCn1c(N2CCC(C(N)=O)CC2)nc2c1c(=O)n(C)c(=O)n2C
Energy above the lowest of the compared OMol25 structures with the same formula, charge and spin: 0.000 eV



Formula: C3H6O
Source: the OMol25 dataset
Level of theory: ωB97M-V/def2-TZVPD

Each line ends with the natural charge from an NBO analysis.
Positions of all 10 atoms, in Å:
C 1.67 -0.24 -0.81  -0.389
C 0.72 0.27 -0.04  -0.208
C -0.60 -0.44 0.11  -0.110
O -1.59 0.51 0.59  -0.732
H 2.62 0.23 -1.04  0.199
H 1.62 -1.22 -1.28  0.189
H 0.68 1.27 0.37  0.220
H -1.03 -0.81 -0.82  0.185
H -0.58 -1.32 0.76  0.176
H -1.88 0.24 1.47  0.470

HOMO energy: -0.35775 Ha
SMILES: C=CCO
Energy above the lowest of the compared OMol25 structures with the same formula, charge and spin: 1.257 eV



Formula: H10O5
Source: the OMol25 dataset
Level of theory: ωB97M-V/def2-TZVPD

Each line ends with the natural charge from an NBO analysis.
Positions of all 15 atoms, in Å:
O 3.01 0.17 -0.25  -0.966
H 2.53 -0.72 -0.18  0.495
H 3.89 -0.13 -0.17  0.469
O 0.78 -1.06 0.84  -0.948
H 0.41 -0.32 1.38  0.492
H -0.04 -1.21 0.42  0.460
O -1.55 0.85 1.11  -0.995
H -2.48 1.08 0.83  0.473
H -1.08 1.24 0.34  0.502
O 0.16 1.30 -0.66  -0.958
H -0.12 0.45 -1.06  0.487
H 1.09 1.10 -0.48  0.511
O -2.00 -0.74 -0.99  -0.988
H -2.73 -1.30 -1.16  0.476
H -1.89 -0.71 0.04  0.489

HOMO energy: -0.41779 Ha
SMILES: O.O.O.O.O
Energy above the lowest of the compared OMol25 structures with the same formula, charge and spin: 1.280 eV



Formula: C31H38F19N2O7
Source: the OMol25 dataset
Level of theory: ωB97M-V/def2-TZVPD

Each line ends with the Mulliken charge.
Positions of all 97 atoms, in Å:
C 1.14 4.06 4.93  -0.963
C 1.84 4.60 3.62  0.762
C 1.14 5.93 3.13  -0.782
O -0.05 5.64 2.37  -0.274
C 0.16 5.73 0.98  -1.164
C 0.74 4.44 0.32  -0.047
N 1.71 4.58 -0.64  0.158
C 2.28 3.54 -1.33  0.345
C 3.35 3.97 -2.40  -1.488
C 4.84 3.63 -1.99  -0.020
C 5.47 2.88 -3.22  0.249
F 5.10 3.20 -4.52  -0.308
C 6.39 1.86 -3.11  0.307
F 6.10 0.60 -3.51  -0.169
F 7.64 2.03 -2.64  -0.196
C 1.87 2.16 -1.08  0.808
C 2.56 1.07 -1.96  -1.458
O 3.92 0.81 -1.59  -0.218
C 4.02 0.16 -0.35  0.683
C 4.47 1.08 0.85  -0.811
O 3.84 -1.00 -0.17  -0.474
C 0.88 1.91 -0.04  0.451
C 0.45 0.46 0.29  0.661
O 1.05 -0.51 -0.06  -0.709
O -0.72 0.31 0.98  -0.440
C -0.76 -0.91 1.75  -0.461
C 0.32 -1.02 2.89  0.624
C 0.74 0.35 3.53  -1.263
C -0.32 -1.89 4.06  -1.196
C 0.31 3.08 0.65  0.702
N -0.71 2.99 1.66  -0.323
H 0.82 3.00 4.73  0.041
H 0.21 4.64 5.17  0.310
H 1.78 4.14 5.85  0.349
H 2.92 4.85 3.76  0.494
H 1.77 3.80 2.84  -0.637
H 1.84 6.64 2.62  0.267
H 0.79 6.45 4.06  0.469
H -0.85 5.93 0.52  0.290
H 0.79 6.63 0.74  0.426
H 2.01 5.54 -0.84  0.406
H 3.03 3.54 -3.37  0.514
H 3.29 5.08 -2.50  0.413
H 5.46 4.54 -1.80  0.523
H 4.86 2.96 -1.09  -0.256
H 2.61 1.51 -3.00  0.520
H 1.98 0.13 -2.06  0.336
H 4.02 2.09 0.77  0.126
H 5.58 1.22 0.73  0.367
H 4.32 0.58 1.83  0.324
H -1.76 -0.92 2.26  0.483
H -0.76 -1.83 1.11  -0.002
H 1.18 -1.60 2.47  0.242
H 1.34 0.93 2.76  0.127
H -0.12 0.98 3.87  0.436
H 1.47 0.13 4.35  0.470
H -0.94 -1.21 4.71  0.342
H 0.46 -2.37 4.69  0.403
H -1.03 -2.65 3.64  0.159
H -0.35 2.39 2.40  -0.261
H -1.52 2.49 1.27  0.352
C -3.85 -3.25 0.43  -0.462
C -3.57 -3.80 1.84  1.135
C -3.96 -5.26 2.10  0.021
F -5.29 -5.46 1.95  -0.226
F -3.66 -5.61 3.37  -0.283
F -4.13 -2.98 2.76  -0.326
F -2.21 -3.71 2.03  -0.333
O -5.04 -2.48 0.27  -0.435
C -6.23 -3.17 0.02  0.728
C -7.26 -2.98 1.14  0.193
F -6.77 -3.40 2.33  -0.218
F -8.37 -3.70 0.89  -0.257
F -5.97 -4.47 -0.23  -0.287
F -6.73 -2.66 -1.12  -0.295
H -3.05 -2.54 0.23  0.197
H -3.74 -4.01 -0.34  0.384
H -3.43 -5.93 1.42  0.298
H -7.53 -1.93 1.24  0.243
C -0.22 -2.90 -4.58  -0.903
C -0.93 -2.50 -3.28  0.830
C -0.98 -3.57 -2.18  0.094
F -1.65 -4.67 -2.56  -0.261
F -1.64 -3.08 -1.09  -0.271
F -2.17 -2.06 -3.57  -0.278
F -0.26 -1.43 -2.77  -0.154
O -1.04 -3.34 -5.66  -0.420
C -1.41 -4.69 -5.69  0.752
C -2.93 -4.87 -5.56  0.181
F -3.39 -4.33 -4.41  -0.187
F -3.25 -6.18 -5.54  -0.253
F -0.72 -5.38 -4.76  -0.280
F -1.02 -5.17 -6.89  -0.293
H 0.25 -1.99 -4.96  0.422
H 0.62 -3.58 -4.40  0.385
H 0.02 -3.86 -1.86  0.290
H -3.45 -4.39 -6.39  0.244

Total charge: +1
HOMO energy: -0.40414 Ha



Formula: C2H4N2
Source: the OMol25 dataset
Level of theory: ωB97M-V/def2-TZVPD

Each line ends with the natural charge from an NBO analysis.
Positions of all 8 atoms, in Å:
C 1.07 0.19 -0.15  0.138
C -0.50 -0.94 -0.37  0.117
N 0.85 1.38 -0.03  -0.629
N -1.35 -0.75 0.49  -0.620
H 1.84 -0.45 -0.26  0.133
H -0.26 -1.56 -1.20  0.146
H 1.48 2.15 0.04  0.364
H -2.16 -1.23 0.61  0.352

HOMO energy: -0.29336 Ha
Energy above the lowest of the compared OMol25 structures with the same formula, charge and spin: 3.482 eV



Number 1: energy -26351.20247 eV. Number 2: energy -33418.66196 eV. Number 3: energy -7732.55322 eV. Number 4: energy -22575.61352 eV. Number 5: energy -88589.35576 eV. Number 6: energy -46545.78526 eV. Number 7: energy -4159.70100 eV. Number 8: energy -35276.01608 eV. Number 9: energy -5254.43728 eV. Number 10: energy -10399.56955 eV. Number 11: energy -101696.37091 eV. Number 12: energy -5115.47782 eV.